# 1
ORCA calculation (ωB97M-V/def2-TZVPD) on 7 unconnected molecules or ions with the total composition C50H110N6O7.

Geometry as XYZ:
```
173
C50H110N6O7 ωB97M-V/def2-TZVPD
C 0.4778 -0.4729 -0.1623
O 1.7853 -1.0296 -0.1953
H -0.2759 -1.2447 -0.3406
H 0.1874 0.0944 0.7212
H 0.3857 0.1895 -1.0263
H 2.0644 -1.0360 -1.1158
C 5.4778 -2.9943 3.3573
C 4.9686 -2.4518 4.6409
C 3.8013 -1.4806 4.4629
O 4.1890 -0.3318 3.7207
C 3.2044 0.2727 2.8805
N 4.5160 -3.4820 5.5966
H 4.7932 -3.5583 2.7274
H 6.4057 -3.5383 3.5519
H 5.8848 -2.1126 2.8549
H 5.7236 -1.9344 5.2371
H 3.3366 -1.2193 5.4165
H 3.0232 -2.0035 3.8920
H 2.2638 0.6269 3.3051
H 3.0022 -0.5187 2.1530
H 3.7819 1.0554 2.3912
H 5.2087 -4.2118 5.4737
H 3.6285 -3.8757 5.3039
C 4.6453 -1.6312 -4.5004
C 4.9950 -2.9709 -3.8218
C 6.4667 -3.3174 -3.9255
C 7.4309 -2.3326 -3.2042
C 7.1005 -2.3099 -1.7091
C 5.5682 -1.9475 -1.5153
N 4.7789 -2.8475 -2.3731
O 3.4194 -2.7935 -2.0595
C 5.2232 -2.3423 -0.0393
C 5.3534 -0.4474 -1.6464
C 4.1921 -4.1062 -4.4675
H 3.6679 -1.2486 -4.2041
H 4.5474 -1.7645 -5.5820
H 5.3923 -0.8452 -4.3997
H 6.6741 -4.2313 -3.3662
H 6.9729 -3.2890 -4.8917
H 7.3711 -1.3364 -3.6508
H 8.4670 -2.6240 -3.3845
H 7.8042 -1.7848 -1.0643
H 7.1455 -3.3620 -1.4132
H 6.0810 -1.9487 0.5068
H 4.3776 -1.7456 0.3066
H 5.0508 -3.4082 0.0929
H 5.6386 -0.0154 -0.6849
H 5.9158 0.0237 -2.4488
H 4.2706 -0.3042 -1.6470
H 4.6002 -4.2288 -5.4707
H 3.1189 -3.9254 -4.4990
H 4.3805 -5.0330 -3.9231
H 3.2310 -3.5220 -1.4604
C -6.6953 -3.0673 -2.3948
C -6.0326 -1.9994 -1.5057
C -5.4415 -2.7221 -0.2677
C -4.0943 -3.4071 -0.5281
C -3.0980 -2.4051 -1.1637
C -3.6865 -1.6921 -2.3949
N -5.0529 -1.1301 -2.2106
O -5.5197 -0.6664 -3.4265
C -2.7782 -0.4404 -2.5302
C -3.5547 -2.5588 -3.6476
C -7.1585 -1.1163 -1.0424
H -5.9069 -3.7419 -2.7389
H -7.1467 -2.8074 -3.3550
H -7.4776 -3.6786 -1.9434
H -5.3161 -1.9957 0.5404
H -6.1422 -3.4486 0.1451
H -4.2890 -4.1448 -1.3090
H -3.7569 -3.8144 0.4239
H -2.2297 -2.9678 -1.5079
H -2.7878 -1.7424 -0.3535
H -3.0194 0.2002 -1.6810
H -1.7163 -0.6776 -2.5993
H -3.0149 0.1631 -3.4099
H -4.0830 -3.5089 -3.5789
H -3.8586 -2.0180 -4.5429
H -2.5066 -2.7980 -3.8411
H -7.9178 -1.5723 -0.4063
H -7.7553 -0.7424 -1.8776
H -6.7329 -0.2327 -0.5613
H -5.3901 0.2819 -3.3263
C -0.7510 3.2308 0.8191
C -1.4618 3.6672 2.1353
C -0.5611 4.8010 2.6930
C -1.1444 5.7370 3.7455
C -2.4263 6.2859 3.0932
C -3.4507 5.2654 2.5720
N -2.7798 4.1815 1.8554
O -3.5732 3.3329 1.1249
C -4.1330 4.6664 3.8452
C -4.5460 5.9673 1.8124
C -1.4994 2.4388 3.0806
H 0.2026 2.8160 1.1504
H -0.7074 4.0257 0.0792
H -1.2830 2.3493 0.4556
H 0.3484 4.2703 2.9819
H -0.3005 5.4993 1.8944
H -0.3722 6.4052 4.1291
H -1.3734 5.2274 4.6877
H -2.0947 6.9258 2.2701
H -2.9019 6.9756 3.7932
H -4.7450 3.7947 3.5950
H -3.4693 4.3103 4.6334
H -4.8588 5.3598 4.2745
H -4.8682 6.8563 2.3510
H -4.1698 6.2526 0.8281
H -5.3564 5.2542 1.6628
H -2.0625 1.6492 2.5826
H -1.8484 2.7726 4.0563
H -0.4688 2.0850 3.1410
H -3.8702 2.6273 1.7185
C 1.1984 2.8616 -2.5845
C 0.6041 3.0423 -3.9411
C 0.8739 4.4353 -4.4985
C 2.1914 4.6398 -5.1847
C 2.3794 3.5186 -6.2332
C 2.4128 2.1342 -5.5910
N 1.1105 1.9610 -4.8630
O 0.9536 0.6636 -4.3162
C 2.3806 1.1280 -6.7827
C 3.6359 1.8669 -4.6790
C -0.9288 2.9857 -3.7841
H 1.0681 1.8429 -2.2098
H 0.5591 3.3561 -1.8509
H 2.2777 3.0138 -2.5954
H 0.0615 4.6478 -5.1950
H 0.8187 5.1222 -3.6516
H 3.0804 4.7008 -4.5514
H 2.2944 5.6294 -5.6370
H 3.3361 3.6837 -6.7395
H 1.7328 3.6445 -7.1035
H 1.3646 1.0927 -7.1768
H 3.0189 1.4538 -7.6044
H 2.6697 0.1266 -6.4618
H 4.3377 1.4224 -5.3879
H 3.9695 2.7487 -4.1378
H 3.4307 1.0306 -4.0108
H -1.2896 2.3417 -2.9782
H -1.3843 2.4328 -4.6103
H -1.3723 3.9764 -3.7088
H 0.3343 0.2403 -4.9178
C -0.9496 -2.7875 5.7850
C -1.2033 -1.5026 4.9030
C -1.1321 -1.9325 3.4055
C -2.3071 -2.8337 3.0468
C -3.5725 -1.9657 3.1355
C -3.7837 -1.4534 4.5539
N -2.5266 -0.9420 5.0934
O -2.6463 -0.4613 6.4090
C -4.7332 -0.2585 4.2994
C -4.4860 -2.5085 5.4610
C -0.0487 -0.5073 5.2448
H -1.6047 -3.6281 5.5463
H -1.2440 -2.5615 6.8118
H 0.0491 -3.2248 5.7990
H -0.9036 -1.1427 2.6892
H -0.2660 -2.5990 3.3354
H -2.3925 -3.7451 3.6332
H -2.0977 -3.0266 1.9919
H -4.2812 -2.7664 2.9070
H -3.5590 -1.2303 2.3323
H -5.0321 0.1648 5.2615
H -4.3415 0.6015 3.7556
H -5.5797 -0.6538 3.7374
H -4.3642 -2.0564 6.4458
H -5.5481 -2.5937 5.2245
H -4.1611 -3.5483 5.4278
H -0.3191 0.4512 4.7920
H 0.9207 -0.7707 4.8227
H 0.1367 -0.3196 6.3027
H -2.1719 0.3759 6.4067
```

Its SMILES is CC1(C)CCCC(C)(C)N1O.CC1(C)CCCC(C)(C)N1O.CC1(C)CCCC(C)(C)N1O.CC1(C)CCCC(C)(C)N1O.CC1(C)CCCC(C)(C)N1O.COC[C@H](C)N.CO. The value obtained for the energy above the lowest of the compared OMol25 structures with the same formula, charge and spin is 85.0 kcal per mole. Its strongest force on any atom is 3.214 eV/Å. The total energy comes out at -76897.697 eV. As for the spin multiplicity: 1.

# 2
ORCA calculation (ωB97M-V/def2-TZVPD) on a single C20H30N2O4 molecule.

Geometry as XYZ:
```
56
C20H30N2O4 ωB97M-V/def2-TZVPD
C -7.8402 -1.3895 0.0537
C -7.3748 0.0542 0.1726
H -8.1194 0.7436 -0.2294
H -7.1629 0.2992 1.2184
O -6.1964 0.2878 -0.6040
C -5.0249 -0.0294 -0.0533
O -4.9061 -0.4977 1.0504
C -3.8908 0.3248 -0.9995
C -2.7692 -0.7200 -0.9804
H -3.1835 -1.7182 -1.1305
H -2.0827 -0.5051 -1.8032
C -1.9904 -0.6878 0.3398
N -1.4863 0.6438 0.5964
C -0.2632 1.0508 0.2154
C 0.9819 0.4445 -0.0252
N 1.3925 -0.8276 0.1567
H 0.7924 -1.3769 0.7573
C 2.7503 -1.3547 0.0841
C 3.4535 -0.9048 -1.1957
H 3.4497 0.1776 -1.2729
H 2.8588 -1.2869 -2.0298
C 4.8925 -1.4231 -1.3167
H 5.0399 -2.2902 -0.6693
C 5.9706 -0.3738 -1.0369
C 6.0982 0.1322 0.4023
H 6.2447 -0.7072 1.0846
H 7.0134 0.7282 0.4414
C 4.9345 1.0132 0.8725
H 4.4540 1.4645 0.0069
C 3.8871 0.3209 1.7536
C 3.5152 -1.1161 1.3953
H 4.4159 -1.7279 1.3731
H 2.8903 -1.5071 2.2065
H 4.2671 0.2906 2.7795
H 2.9862 0.9397 1.7659
H 5.3356 1.8408 1.4627
H 6.9333 -0.8078 -1.3231
H 5.7942 0.4844 -1.6888
H 5.0480 -1.7679 -2.3418
H 2.6140 -2.4454 0.0120
C 1.5556 1.7168 -0.4984
O 2.5644 2.0554 -1.0793
C 0.2734 2.3870 -0.0770
O -0.1337 3.5199 0.0641
C -2.5426 1.6319 0.6911
H -2.1017 2.6032 0.9149
C -3.3279 1.7049 -0.6187
H -4.1376 2.4296 -0.5266
H -2.6582 2.0433 -1.4122
H -3.2031 1.3350 1.5108
H -1.1668 -1.3991 0.2897
H -2.6572 -0.9640 1.1606
H -4.3240 0.3838 -2.0024
H -8.7684 -1.5183 0.6026
H -7.0901 -2.0576 0.4697
H -8.0052 -1.6472 -0.9897
```

Its SMILES is CCOC(=O)C1CCN(c2c(NC3CCCCCCC3)c(=O)c2=O)CC1. The value obtained for the energy above the lowest of the compared OMol25 structures with the same formula, charge and spin is 53.8 kcal per mole. Its strongest force on any atom is 0.914 eV/Å. The total energy comes out at -32396.895 eV. As for the spin multiplicity: 1.

Question: What is the strongest force on any atom in the second record?
Answer: 0.914 eV/Å

Question: The lowest strongest force on any atom belongs to which entry?
Answer: C20H30N2O4

Question: strongest force on any atom of number 1 (C50H110N6O7)?
Answer: 3.214 eV/Å

Question: What is the strongest force on any atom in the first record?
Answer: 3.214 eV/Å